[1]
Formula: C5H10O
Source: OMol25
Level of theory: wB97M-V/def2-TZVPD

XYZ file:
```
16
Properties=species:S:1:pos:R:3
C 0.690 0.613 -0.128
C 0.372 -2.038 -0.997
H 1.378 -1.986 -0.568
H 1.423 0.154 -0.819
H 0.698 1.690 -0.310
H 0.047 -2.872 -1.592
H 2.194 0.637 1.455
O -0.796 -1.139 -0.746
C 1.157 0.324 1.296
H 0.514 0.854 2.004
C -1.880 0.924 -0.264
H 1.096 -0.745 1.516
H -1.866 1.821 -0.897
H -2.773 0.351 -0.519
H -1.976 1.265 0.776
C -0.660 0.092 -0.424
```

## Properties
LUMO level (alpha / beta): 1.0 / 0.7 eV
ΔE to the lowest compared entry with this formula, charge and spin: 3.911 eV
spin multiplicity: 1
highest occupied orbital energy (alpha / beta): -7.28 / -6.31 eV
largest force on an atom: 0.0855 Eh/bohr
total charge: 0
total energy: -271.60888 hartree

[2]
Formula: C17H25BN3O7
Source: OMol25
Level of theory: wB97M-V/def2-TZVPD

XYZ file:
```
53
Properties=species:S:1:pos:R:3
H 4.314 -2.379 1.305
H 0.653 3.303 -4.438
C -1.714 -1.996 -2.231
C 4.253 -1.978 -0.980
H 3.937 -3.909 0.199
H -2.922 0.999 1.944
H 4.204 -2.719 -1.885
H -0.593 0.719 1.379
H 5.380 -1.671 -0.785
H -1.382 0.031 6.061
H 2.772 2.421 -6.119
C -1.059 0.374 -2.369
C 2.428 1.920 -5.119
C -2.214 0.809 4.192
C -1.810 0.914 5.602
B 2.423 -0.876 -2.180
C 1.230 1.435 -3.150
C -1.222 -3.588 -2.097
H -3.360 4.047 3.747
H 1.422 -2.464 -3.073
C -2.782 2.020 3.537
C -1.726 -0.563 -0.157
O -2.093 -0.230 3.552
C 3.035 0.553 -4.384
C 3.713 -2.749 0.364
O 3.505 -0.724 -1.165
H -1.810 3.082 7.861
H -0.363 -3.857 -2.866
H -0.770 -3.745 -1.017
C 0.089 1.510 -1.934
H 0.551 1.309 -0.878
H -0.345 2.604 -1.915
H 0.517 -0.572 0.560
O 1.661 -2.140 -2.156
O -1.591 2.161 7.601
H -2.112 -4.348 -2.321
H -2.365 -1.511 0.109
C -1.971 2.055 6.275
N 2.217 0.289 -3.133
O -2.778 -1.800 -3.055
C -0.568 -0.403 1.021
N 1.261 2.451 -4.270
H -0.737 -1.154 1.915
H -2.428 0.370 -0.260
O -3.136 1.922 2.204
H -0.835 -0.006 -3.477
H 2.550 -2.592 0.545
O -2.717 4.286 6.277
C -2.564 3.258 5.628
H 3.922 -0.118 -4.776
N -1.040 -0.847 -1.476
C -2.946 3.160 4.210
H -2.083 0.938 -2.422
```

## Properties
LUMO level: -3.9 eV
spin multiplicity: 1
highest occupied orbital energy: -11.61 eV
largest force on an atom: 0.1655 Eh/bohr
total charge: +1
total energy: -1378.08913 hartree

[3]
Formula: C20H21F4N2
Source: OMol25
Level of theory: wB97M-V/def2-TZVPD

XYZ file:
```
47
Properties=species:S:1:pos:R:3
H -2.661 -1.025 0.412
H -3.166 -1.998 1.834
C 0.063 0.066 1.209
H -1.913 2.179 -1.667
C -1.214 -3.439 1.257
H -0.001 -4.235 2.845
H -2.344 -0.432 2.064
H 1.341 -3.610 0.187
C -2.488 0.351 -2.614
C -0.047 4.969 0.098
H 2.137 -3.843 1.760
C 2.159 3.371 -0.347
H -2.118 -3.808 1.750
C -2.392 -1.328 1.439
C 2.440 -1.359 1.507
F -3.818 0.718 -2.626
C -0.204 0.829 -1.923
H -0.866 0.610 1.079
H 2.402 -0.474 2.148
N -1.139 -2.018 1.505
H 1.312 6.427 0.962
C 0.028 -1.303 1.433
H 1.012 0.582 1.273
F 3.531 5.046 0.628
C -0.243 3.734 -0.511
H -1.316 -3.621 0.173
C -1.571 1.220 -2.037
C 0.165 -0.407 -2.548
H -1.243 3.448 -0.813
C -0.798 -1.217 -3.118
C -2.145 -0.865 -3.199
H 3.037 2.761 -0.556
H 3.210 -2.038 1.893
H 2.709 -1.045 0.483
F -0.415 -2.430 -3.646
C 0.868 2.861 -0.712
C 1.195 5.454 0.495
H 0.004 -5.184 1.359
H 1.779 0.994 -1.174
H 1.216 -0.695 -2.553
C 0.006 -4.168 1.756
C 2.279 4.606 0.262
C 0.817 1.526 -1.214
N 1.180 -2.038 1.559
H -2.883 -1.503 -3.675
C 1.239 -3.451 1.275
F -1.145 5.780 0.289
```

## Properties
LUMO level: -6.2 eV
ΔE to the lowest compared entry with this formula, charge and spin: 3.017 eV
spin multiplicity: 1
highest occupied orbital energy: -10.65 eV
largest force on an atom: 0.0369 Eh/bohr
total charge: +1
total energy: -1283.35998 hartree

[4]
Formula: C8H20O12Y2
Source: OMol25
Level of theory: wB97M-V/def2-TZVPD

XYZ file:
```
42
Properties=species:S:1:pos:R:3
H -3.407 -0.752 3.623
H 4.112 0.759 -2.123
O 1.797 1.242 2.803
H -2.940 -0.065 0.659
C -2.752 -0.423 2.812
H 2.569 3.147 2.540
Y -0.989 2.231 -2.170
H 0.573 2.945 4.246
O -1.553 -1.230 2.855
O 3.867 0.050 -2.726
H 1.005 0.949 3.263
H 3.403 -1.502 -1.396
H -0.855 -0.572 2.780
O -0.313 0.715 -0.543
O -0.995 0.194 -3.432
H 2.156 -0.255 -1.463
C -3.518 -0.480 1.490
O 0.903 -0.652 0.809
C 2.284 -1.762 -3.100
H -0.063 -0.525 -4.739
O -1.729 -1.868 -3.078
H 1.940 -1.141 -3.934
H -4.503 -0.018 1.549
O -0.889 -1.350 -0.296
C 0.441 3.102 3.176
C -1.137 -1.050 -3.804
H 0.207 4.161 3.056
C -0.085 -0.441 -0.009
O -0.723 2.376 2.726
O 3.187 -2.761 -3.500
H 3.795 -2.348 -4.124
O -3.709 -1.851 1.055
H -4.245 -2.218 1.778
H 1.208 0.204 1.176
C 2.875 -0.818 -2.064
H 1.546 2.641 1.300
H -0.838 2.560 1.795
Y -2.689 -2.706 -0.920
C 1.637 2.601 2.394
O -0.415 -1.436 -4.851
H 1.344 -2.228 -2.791
H -2.503 0.576 3.175
```

## Properties
LUMO level: -16.6 eV
spin multiplicity: 1
highest occupied orbital energy: -19.55 eV
largest force on an atom: 0.1043 Eh/bohr
total charge: +4
total energy: -1294.69896 hartree

Question: Which value of total charge does entry 2 give?
Answer: +1